# C13H16CdN5S2Se

A structure of composition C13H16CdN5S2Se (wB97M-V/def2-TZVPD, OMol25).

```
38
Properties=species:S:1:pos:R:3:forces:R:3
Cd 0.5324 -0.3311 -1.0048 0.0485 -0.3517 0.2592
C 3.9665 4.0737 -1.7185 -0.0718 -0.0019 0.1008
S 3.8898 3.1792 -0.1416 0.0641 -0.0991 -0.0626
C 2.4950 2.1347 -0.5249 -0.0268 0.1626 -0.0993
S 2.8759 0.4617 -0.8030 -0.1648 0.0699 -0.0096
N 1.3593 2.7551 -0.6050 0.0874 -0.0556 0.0837
N 0.2885 1.9449 -0.8694 0.2033 -0.0893 -0.0182
C -0.7774 2.4778 -1.2927 -0.3127 0.0720 -0.0978
C -1.9352 1.6088 -1.5997 0.0628 0.0201 0.0283
C -3.1273 2.1540 -2.0358 -0.0781 0.1129 0.0022
C -4.1795 1.3044 -2.3508 -0.0555 0.0282 -0.0083
C -4.0073 -0.0601 -2.2101 -0.0237 -0.0191 0.0111
C -2.7812 -0.5276 -1.7560 0.0301 -0.0357 0.0623
N -1.7711 0.2835 -1.4615 0.1853 0.0242 -0.2151
H 4.8571 4.6971 -1.6683 -0.0170 0.0012 0.0047
H 3.0848 4.6960 -1.8435 0.0181 0.0057 -0.0260
H 4.0694 3.3669 -2.5390 0.0123 0.0254 -0.0110
H -0.8500 3.5515 -1.4494 -0.0227 0.0050 0.0212
H -3.2244 3.2287 -2.1285 -0.0103 -0.0470 -0.0103
H -5.1199 1.7086 -2.7032 0.0302 -0.0157 0.0088
H -4.7976 -0.7574 -2.4533 0.0350 0.0256 0.0227
H -2.5963 -1.5886 -1.6213 0.0109 0.0406 -0.0274
C 2.8644 -2.5787 1.4171 -0.0223 -0.0185 0.0811
N 1.5564 -2.5063 2.0699 0.2261 -0.0646 -0.0034
C 1.3503 -2.3648 3.4278 0.1127 0.0318 -0.1222
C 0.0173 -2.3622 3.6265 -0.1494 0.0128 -0.0887
N -0.5737 -2.5029 2.3854 -0.1874 -0.0257 0.0398
C -2.0116 -2.5493 2.1345 0.0765 0.0111 0.0530
C 0.3758 -2.5920 1.4377 0.0459 0.0617 0.2061
Se 0.1029 -2.8775 -0.3984 -0.0828 0.1640 -0.0328
H 3.6232 -2.6752 2.1875 -0.0055 -0.0069 0.0244
H 3.0480 -1.6770 0.8392 -0.0116 0.0578 0.0174
H 2.8965 -3.4415 0.7597 -0.0284 -0.0645 -0.0154
H 2.1634 -2.2776 4.1280 -0.0205 -0.0112 -0.0736
H -0.5569 -2.2727 4.5331 0.0056 -0.0191 -0.0826
H -2.5232 -2.6111 3.0903 0.0111 0.0027 0.0107
H -2.2537 -3.4201 1.5337 0.0114 -0.0515 -0.0173
H -2.3305 -1.6527 1.6080 0.0142 0.0419 -0.0159
```
Positions in Å, forces in eV/Å.

Its frontier orbital gap is 7.01 eV. The highest occupied orbital energy comes out at -10.770 eV. Its net charge is +1. As for the molar mass: 497.81 g/mol.

Atomic partial charges in e from the Mulliken method, atoms 1 to 8: atom 1 (Cd): 0.7114, atom 2 (C): -0.7499, atom 3 (S): -0.0641, atom 4 (C): 0.4091, atom 5 (S): -0.4258, atom 6 (N): -0.8443, atom 7 (N): 0.4533, atom 8 (C): -0.5230